C12H20N3OSr as an isolated structure. Source: OMol25; level of theory: ωB97M-V/def2-TZVPD.

Summary:
LUMO (spin up / spin down) (eV): 2.522 / 2.494
Charge: -1
E (a.u.): -739.29641
Largest force on an atom (eV/A): 2.40
Gap between HOMO and LUMO (spin up / spin down) (eV): 3.345 / 2.427

Geometry as XYZ:
```
37
Properties=species:S:1:pos:R:3:forces:R:3
C 3.10239 0.04546 -0.83059 -0.524 -0.054 1.058
Sr 0.53724 0.21140 -0.07463 0.889 -0.243 -0.539
N -1.92687 -0.07477 0.67255 -1.064 0.289 0.486
H -0.17149 2.06593 1.57807 -1.368 -0.437 -0.151
H -2.44842 0.10687 -0.18681 0.075 -0.213 0.024
H -0.85892 1.70120 1.43158 1.472 1.001 0.526
H 3.32244 1.02343 -0.34953 0.266 -0.825 -0.362
H 2.62815 0.09507 -1.82415 0.585 -0.358 0.310
H 3.37964 -0.91811 -0.30718 -0.105 1.211 -0.941
H -2.31654 -0.92987 1.06928 0.153 -0.201 -0.239
H -2.21778 0.67103 1.31140 -0.137 -0.411 -0.171
C -3.29500 -3.73805 -3.90791 -0.061 -0.074 0.045
N -2.28811 -2.70053 -3.90416 -0.547 -0.640 -1.036
N -1.65626 -2.29178 -2.78274 0.130 -0.277 1.985
C -0.75407 -1.30841 -3.06431 0.203 0.658 0.001
O -0.10214 -0.72251 -2.13146 -0.578 -0.364 -1.201
C -0.84298 -1.12118 -4.48496 -0.800 -1.104 0.366
C -1.81173 -2.00655 -4.96293 0.760 0.699 0.638
C -2.31840 -2.25526 -6.33162 -0.092 0.154 -0.652
C -1.85072 -2.88639 -1.49577 0.556 0.655 -2.239
C -0.70647 -3.27364 -0.78122 0.992 -0.582 0.863
C -0.85478 -3.67909 0.53146 0.919 -0.002 -0.885
C -2.12694 -3.73268 1.10569 -0.447 -0.295 1.385
C -3.26188 -3.37024 0.35798 -0.652 0.236 -0.654
C -3.12160 -2.92988 -0.94328 -1.589 0.082 0.827
H -2.95278 -4.62482 -3.35522 -0.046 0.363 -0.033
H -3.48093 -4.02108 -4.94747 0.085 0.082 0.213
H -4.24142 -3.38388 -3.47132 0.262 -0.202 -0.090
H -0.29013 -0.43574 -5.06574 0.456 0.556 -0.398
H -2.25119 -3.31314 -6.62451 0.039 0.211 0.110
H -3.36656 -1.94582 -6.46740 0.216 -0.072 0.131
H -1.71937 -1.68353 -7.04866 -0.104 -0.096 0.165
H 0.25177 -3.33281 -1.30559 -0.253 0.161 0.349
H 0.02481 -4.01803 1.08634 -0.296 0.123 -0.137
H -2.25036 -4.10078 2.12461 0.041 0.130 -0.222
H -4.26113 -3.44201 0.79344 0.265 0.030 -0.066
H -3.97759 -2.59698 -1.54969 0.302 -0.188 0.535
```
Forces are in eV/Å.